Entry 1:
101
Properties=species:S:1:pos:R:3 method="wB97M-V/def2-TZVPD" spin_multiplicity=4 e_above_lowest_kcal_mol=36.8 homo_lumo_gap_ev="7.23 / 5.23" total_charge=0 s_squared=3.814
Re -0.01 -0.99 -0.13
O -2.70 -3.40 5.75
C -1.57 -2.90 5.72
O -0.70 -2.65 6.56
C -1.14 -2.45 4.26
C -0.06 -1.60 4.08
C 0.24 -1.15 2.80
N -0.49 -1.55 1.74
C -1.63 -2.26 1.92
C -1.95 -2.76 3.17
C -2.53 -2.24 0.77
C -3.67 -3.02 0.64
C -4.51 -2.81 -0.44
C -4.18 -1.85 -1.38
C -3.00 -1.15 -1.22
N -2.20 -1.32 -0.17
C 1.27 -0.18 2.44
C 2.25 0.27 3.32
C 3.21 1.15 2.86
C 3.16 1.54 1.53
C 2.14 1.08 0.73
N 1.20 0.24 1.16
H 0.51 -1.29 4.94
H -2.84 -3.34 3.35
H -3.88 -3.78 1.38
H -5.41 -3.39 -0.54
H -4.81 -1.66 -2.23
H -2.69 -0.42 -1.95
H 2.25 -0.09 4.34
H 4.00 1.49 3.51
H 3.91 2.20 1.11
H 2.09 1.36 -0.32
C 2.48 4.97 -0.46
C 1.15 4.50 -1.06
C 0.78 5.43 -2.23
C 0.05 4.46 -0.01
C -0.12 5.57 0.80
C -1.09 5.62 1.79
C -1.94 4.55 1.95
C -1.83 3.42 1.15
C -2.87 2.33 1.24
C -4.18 2.80 0.60
C -3.10 1.87 2.68
C -0.80 3.35 0.18
N -0.65 2.17 -0.58
C -0.95 2.21 -1.88
C -1.66 3.29 -2.48
C -2.01 3.28 -3.81
C -1.66 2.20 -4.62
C -0.98 1.12 -4.08
C -0.65 1.14 -2.75
F 0.01 0.03 -2.28
H 3.30 4.71 -1.13
H 2.65 4.52 0.51
H 2.49 6.06 -0.35
H 1.28 3.49 -1.46
H 0.44 6.39 -1.86
H 0.01 5.00 -2.87
H 1.67 5.59 -2.85
H 0.53 6.43 0.67
H -1.19 6.50 2.41
H -2.72 4.60 2.70
H -2.51 1.49 0.66
H -4.56 3.69 1.11
H -4.94 2.02 0.66
H -4.04 3.05 -0.45
H -3.59 2.64 3.28
H -2.15 1.62 3.16
H -3.74 0.99 2.70
H -1.95 4.12 -1.84
H -2.56 4.11 -4.23
H -1.92 2.20 -5.67
H -0.71 0.26 -4.67
C 4.72 -3.22 -1.94
C 4.50 -1.91 -1.17
C 5.24 -1.96 0.18
C 5.02 -0.72 -1.99
C 3.07 -1.70 -0.89
C 1.92 -1.45 -0.62
H 5.79 -3.36 -2.13
H 4.19 -3.20 -2.89
H 4.35 -4.06 -1.36
H 6.31 -2.09 0.02
H 4.87 -2.79 0.79
H 5.07 -1.04 0.74
H 6.10 -0.81 -2.14
H 4.82 0.22 -1.47
H 4.54 -0.68 -2.96
Br -1.02 -7.63 1.58
C -0.52 -6.96 -0.12
C -0.19 -7.84 -1.15
N 0.15 -7.40 -2.36
C 0.18 -6.09 -2.58
C -0.12 -5.15 -1.61
C -0.48 -5.60 -0.35
C -0.03 -3.66 -1.90
O 0.38 -3.26 -2.97
O -0.47 -2.94 -0.91
H -0.20 -8.91 -1.00
H 0.46 -5.78 -3.58
H -0.70 -4.89 0.44

=====

Entry 2:
62
Properties=species:S:1:pos:R:3 method="wB97M-V/def2-TZVPD" homo_lumo_gap_ev=8.19 total_charge=0 smiles="Oc1ccc(-c2ccc(-c3ccc(O)cc3Cl)s2)c(Cl)c1.CNC(=O)[C@H](CC(C)C)NC(C)=O"
O 5.98 -2.34 1.98
O 4.36 0.88 0.25
Cl -0.22 2.16 0.89
Cl -4.84 1.58 2.34
O 3.28 1.53 -2.65
O -9.39 3.81 1.76
S -3.06 2.64 -0.27
C 4.90 -2.89 2.12
C 3.99 0.03 1.05
C -3.21 1.00 -2.27
C -4.58 1.21 -1.81
C -2.27 1.70 -1.54
C -4.65 2.06 -0.73
C 1.01 1.39 -3.40
C -8.08 3.49 -0.21
C 1.51 1.92 -1.12
C -7.23 2.78 1.93
C -0.36 1.43 -3.11
C -6.91 3.04 -0.82
C 0.15 1.92 -0.80
C -6.05 2.34 1.33
C 1.95 1.63 -2.40
C -8.25 3.36 1.17
C -0.82 1.68 -1.81
C -5.88 2.47 -0.06
N 3.79 0.41 2.32
N 3.79 -2.50 1.50
C 4.76 -4.07 3.06
C 3.18 -0.31 3.43
C 1.53 -3.82 -0.60
C 3.24 -2.84 -2.16
C 2.06 -2.54 -1.23
C 2.36 -1.43 -0.20
C 3.73 -1.41 0.52
H 3.78 1.54 -1.80
H -9.33 3.70 2.72
H -2.97 0.34 -3.10
H -5.45 0.74 -2.26
H 1.36 1.17 -4.41
H -8.88 3.94 -0.80
H 2.23 2.11 -0.33
H -7.35 2.66 3.00
H -1.06 1.26 -3.92
H -6.79 3.16 -1.90
H 4.06 1.37 2.50
H 2.95 -3.02 1.67
H 5.75 -4.30 3.47
H 4.08 -3.81 3.87
H 4.38 -4.92 2.51
H 3.90 -1.00 3.88
H 2.30 -0.87 3.09
H 2.86 0.40 4.20
H 0.67 -3.60 0.03
H 1.23 -4.51 -1.39
H 2.31 -4.29 -0.01
H 2.91 -3.52 -2.95
H 4.05 -3.31 -1.60
H 3.59 -1.92 -2.61
H 1.25 -2.16 -1.86
H 2.31 -0.52 -0.77
H 1.56 -1.39 0.53
H 4.52 -1.57 -0.21